Here is a cluster of 2 separate species, H6NO in total at a distorted geometry from the OMol25 dataset. Energies are from ωB97M-V/def2-TZVPD.

Output
Kohn-Sham gap (hartree): 0.4817
2S+1: 1
ΔE to the lowest compared entry with this formula, charge and spin (kcal/mol): 4.8
Net charge: +1

CARTESIAN COORDINATES (ANGSTROEM)
O: 1.9199 0.3545 -1.7519
H: 2.6296 -0.0043 -1.1724
H: 2.3470 1.0969 -2.2364
N: 0.0000 0.0000 0.0000
H: 0.2380 -0.3652 0.9420
H: -0.6765 0.7818 0.0923
H: -0.4231 -0.7584 -0.5686
H: 0.8619 0.3419 -0.4665